The following is a DFT calculation (wB97M-V/def2-TZVPD) of a structure of composition C14H32BeBr4N5Na2O8PS at a distorted geometry.

Calculated total energy: -12802.52540 hartree
Charge: +2

Each line ends with the natural charge from an NBO analysis.
Cartesian coordinates (Å):
N (-5.039, 2.465, 1.106)  -0.786
C (-3.701, 2.276, 1.070)  0.573
N (-3.024, 1.139, 1.131)  -0.393
C (-1.744, 1.463, 0.990)  0.287
N (-1.619, 2.792, 0.863)  -0.497
P (-0.254, 3.832, 0.685)  2.459
O (-0.620, 5.101, 1.301)  -1.059
O (0.977, 3.109, 1.431)  -0.950
O (0.123, 4.072, -0.830)  -0.968
N (-2.818, 3.409, 0.902)  -0.422
H (-5.605, 2.019, 1.810)  0.447
H (-5.480, 3.099, 0.464)  0.434
H (-0.933, 0.747, 0.974)  0.263
H (0.583, 2.713, 2.226)  0.514
H (0.521, 4.957, -0.893)  0.547
H (-3.026, 4.474, 0.813)  0.521
C (-4.792, 5.818, 3.453)  -0.504
Br (-6.628, 6.259, 3.815)  0.077
Br (-3.867, 5.202, 5.013)  0.120
Br (-4.642, 4.509, 1.995)  0.077
H (-4.304, 6.733, 3.132)  0.258
O (-9.924, 5.554, 2.399)  -1.284
H (-9.090, 5.999, 2.579)  0.501
C (0.703, -4.180, 1.343)  -0.629
C (2.221, -4.360, 1.323)  -0.404
C (3.010, -3.056, 1.151)  -0.436
C (2.561, -2.062, 0.084)  -0.202
N (2.850, -2.333, -1.376)  -0.222
C (4.277, -2.087, -1.741)  -0.168
C (5.024, -3.389, -1.498)  -0.422
C (3.985, -4.482, -1.777)  -0.436
C (2.620, -3.777, -1.810)  -0.219
C (1.937, -1.447, -2.200)  -0.243
C (2.185, 0.053, -2.143)  -0.425
C (1.668, 0.787, -0.901)  -0.627
H (0.315, -3.745, 0.418)  0.223
H (0.219, -5.147, 1.466)  0.243
H (0.394, -3.543, 2.174)  0.215
H (2.494, -5.089, 0.558)  0.195
H (2.531, -4.813, 2.267)  0.233
H (4.078, -3.276, 1.074)  0.200
H (2.914, -2.516, 2.100)  0.236
H (3.064, -1.119, 0.301)  0.137
H (1.486, -1.885, 0.166)  0.291
H (4.312, -1.831, -2.799)  0.252
H (4.618, -1.251, -1.153)  0.084
H (5.386, -3.457, -0.472)  0.213
H (5.904, -3.472, -2.133)  0.255
H (4.030, -5.264, -1.022)  0.245
H (4.175, -4.971, -2.730)  0.250
H (1.837, -4.226, -1.208)  0.265
H (2.260, -3.756, -2.836)  0.247
H (0.925, -1.686, -1.896)  0.313
H (2.066, -1.758, -3.237)  0.227
H (1.646, 0.471, -2.994)  0.281
H (3.242, 0.296, -2.313)  0.164
H (0.706, 0.375, -0.578)  0.266
H (1.527, 1.844, -1.129)  0.239
H (2.373, 0.749, -0.061)  0.137
Br (-1.456, 7.153, 2.402)  -0.443
O (-1.681, -0.617, -3.147)  -1.099
S (-1.943, -1.601, -2.070)  2.534
O (-1.469, -2.952, -2.514)  -1.146
O (-3.396, -1.664, -1.800)  -1.093
O (-1.195, -1.196, -0.833)  -1.140
Na (-3.359, -2.828, -3.991)  0.978
Na (5.140, -0.059, 0.062)  0.993
Be (-11.279, 5.426, 1.045)  1.225

---

The following is a DFT calculation (wB97M-V/def2-TZVPD) of a structure of composition C14H32BrClN4NbO9.

Calculated total energy: -4539.90432 hartree
Charge: -1

Each line ends with the natural charge from an NBO analysis.
Cartesian coordinates (Å):
C (3.398, -3.361, 1.458)  -0.608
C (4.389, -2.829, 0.429)  -0.416
C (4.104, -1.402, -0.071)  -0.049
O (2.775, -0.978, 0.169)  -0.796
Nb (1.921, 0.713, -0.365)  2.147
O (3.614, 1.385, -1.120)  -0.990
C (1.256, -0.179, -2.378)  -0.984
C (0.034, 0.255, -3.058)  0.653
O (-0.385, 1.311, -3.362)  -0.525
Cl (-1.052, -1.219, -3.541)  -0.265
C (2.680, 1.615, 1.664)  -0.919
C (3.446, 0.731, 2.519)  0.596
O (4.613, 0.538, 2.612)  -0.579
Br (2.286, -0.366, 3.739)  -0.191
C (0.087, 0.146, 0.787)  -0.935
C (-0.801, -0.995, 0.311)  0.097
O (-2.049, -1.017, 1.037)  -0.755
C (-0.135, -2.355, 0.405)  -0.242
N (-1.081, -3.452, 0.156)  -0.854
N (1.023, 2.528, -0.581)  -0.915
C (1.645, 3.741, -1.116)  -0.207
C (1.851, 3.664, -2.621)  -0.608
H (3.558, -4.427, 1.631)  0.192
H (2.373, -3.216, 1.125)  0.219
H (3.508, -2.845, 2.411)  0.217
H (5.386, -2.825, 0.877)  0.195
H (4.439, -3.517, -0.421)  0.184
H (4.300, -1.339, -1.148)  0.163
H (4.787, -0.697, 0.411)  0.175
H (4.284, 1.740, -0.528)  0.494
H (1.249, -1.261, -2.267)  0.251
H (2.096, 0.077, -3.037)  0.275
H (3.374, 2.410, 1.365)  0.222
H (1.829, 2.048, 2.182)  0.247
H (0.343, -0.058, 1.834)  0.236
H (-0.543, 1.045, 0.793)  0.216
H (-1.137, -0.834, -0.718)  0.172
H (-1.915, -1.491, 1.864)  0.465
H (0.293, -2.461, 1.411)  0.176
H (0.712, -2.370, -0.283)  0.198
H (-1.919, -3.088, -0.283)  0.366
H (-0.687, -4.113, -0.500)  0.350
H (0.547, 2.770, 0.282)  0.382
H (0.996, 4.596, -0.897)  0.174
H (2.607, 3.947, -0.623)  0.160
H (2.508, 4.470, -2.958)  0.192
H (2.311, 2.718, -2.903)  0.215
H (0.897, 3.735, -3.143)  0.213
C (-3.817, 1.660, 0.221)  -0.494
N (-3.965, 2.943, 0.960)  0.538
O (-3.152, 3.221, 1.816)  -0.373
O (-4.916, 3.645, 0.656)  -0.413
H (-2.948, 1.125, 0.589)  0.265
H (-4.725, 1.092, 0.397)  0.239
H (-3.723, 1.912, -0.831)  0.231
C (-8.150, -1.174, 0.466)  -0.485
N (-6.695, -1.444, 0.278)  0.535
O (-5.914, -0.826, 0.971)  -0.370
O (-6.401, -2.268, -0.561)  -0.370
H (-8.256, -0.423, 1.240)  0.230
H (-8.536, -0.835, -0.490)  0.233
H (-8.616, -2.116, 0.740)  0.230

---

The following is a DFT calculation (wB97M-V/def2-TZVPD) of a cluster of 4 separate species, C14H32Cl6N2O4 in total at a distorted geometry.

Calculated total energy: -3724.06678 hartree
Structure (SMILES): COCCNCCOC.COCCNCCOC.ClC(Cl)Cl.ClC(Cl)Cl
Relative energy (zero: lowest compared OMol25 entry of this formula, charge and spin): 26.6 kcal per mole

Each line ends with the natural charge from an NBO analysis.
Cartesian coordinates (Å):
C (-0.074, 1.057, 5.588)  -0.250
O (-0.642, -0.117, 4.976)  -0.539
C (-0.922, 0.137, 3.581)  -0.060
C (-2.128, -0.559, 3.112)  -0.244
N (-2.512, -0.273, 1.746)  -0.639
C (-3.928, -0.322, 1.554)  -0.216
C (-4.448, -0.625, 0.011)  -0.056
O (-3.681, -1.782, -0.354)  -0.590
C (-3.553, -2.112, -1.826)  -0.251
H (0.986, 1.165, 5.359)  0.168
H (-0.145, 1.016, 6.675)  0.195
H (-0.539, 1.983, 5.252)  0.166
H (-0.111, -0.308, 3.005)  0.158
H (-0.944, 1.190, 3.301)  0.161
H (-2.930, -0.154, 3.730)  0.189
H (-1.921, -1.613, 3.294)  0.185
H (-2.249, -1.103, 1.234)  0.370
H (-4.410, 0.562, 1.970)  0.187
H (-4.375, -1.124, 2.142)  0.162
H (-4.262, 0.248, -0.615)  0.166
H (-5.520, -0.818, -0.035)  0.175
H (-3.124, -1.271, -2.370)  0.180
H (-4.538, -2.352, -2.227)  0.178
H (-2.969, -3.032, -1.820)  0.210
C (4.752, 0.913, -1.979)  -0.256
O (4.817, -0.511, -2.064)  -0.538
C (3.834, -1.071, -2.871)  -0.059
C (2.482, -1.230, -2.079)  -0.263
N (1.435, -1.887, -2.813)  -0.614
C (0.087, -1.299, -2.477)  -0.241
C (-0.298, -1.472, -1.067)  -0.113
O (-0.334, -2.878, -0.784)  -0.556
C (-0.666, -3.290, 0.497)  -0.247
H (5.562, 1.217, -1.316)  0.194
H (3.761, 1.231, -1.657)  0.171
H (5.052, 1.444, -2.882)  0.169
H (4.029, -2.064, -3.274)  0.182
H (3.700, -0.476, -3.774)  0.160
H (2.212, -0.199, -1.849)  0.172
H (2.728, -1.642, -1.101)  0.181
H (1.353, -2.787, -2.362)  0.364
H (-0.640, -1.849, -3.074)  0.196
H (-0.016, -0.267, -2.811)  0.199
H (-1.179, -0.925, -0.734)  0.191
H (0.446, -0.871, -0.544)  0.171
H (-0.345, -4.331, 0.534)  0.199
H (-1.729, -3.239, 0.733)  0.168
H (-0.341, -2.642, 1.311)  0.163
Cl (0.899, 5.202, -3.269)  -0.013
C (2.512, 5.383, -2.441)  -0.250
Cl (2.833, 7.111, -1.969)  -0.010
Cl (3.850, 4.720, -3.410)  0.032
H (2.334, 4.875, -1.494)  0.234
Cl (0.429, 2.034, -0.694)  0.040
C (1.062, 2.551, 0.848)  -0.251
Cl (1.165, 4.369, 0.835)  -0.014
Cl (2.730, 1.867, 1.079)  -0.002
H (0.426, 2.221, 1.669)  0.237

---

In the order shown, the computed lowest unoccupied orbital energy values come out to -8.370, 1.862, 0.293 eV.
In the order shown, the computed frontier orbital gap values come out to 1.39, 7.39, 9.29 eV.